Record 1
Here is C2H3ClO2S in the gas phase in a non-equilibrium geometry from OMol25. Energies are from wB97M-V/def2-TZVPD.

Last column: natural (NBO) charge in e.
CARTESIAN COORDINATES (ANGSTROEM)
C 0.68 0.03 -0.88  -0.6328
C -0.33 0.63 0.14  0.0869
O -0.65 -1.95 0.45  -0.9647
O 0.08 0.67 1.46  -0.6845
S -0.89 -0.98 -0.62  1.1890
Cl -1.45 1.97 -0.28  -0.0224
H 1.06 0.41 -1.82  0.2561
H 1.55 -0.48 -0.28  0.2620
H -0.05 -0.29 1.82  0.5106

Its relative energy (zero: lowest compared OMol25 entry of this formula, charge and spin) is 160.1 kJ/mol. The net charge is 0. Its LUMO energy is 0.0195 Eh.

Record 2
Here is 13 unconnected molecules or ions with the total composition C84H98BF34N14P5 in a non-equilibrium geometry from OMol25. Energies are from wB97M-V/def2-TZVPD.

Last column: Löwdin charge in e.
CARTESIAN COORDINATES (ANGSTROEM)
C -5.22 30.67 12.70  0.0879
N -5.02 31.76 13.76  -0.0344
C -4.20 32.81 13.50  0.0098
C -4.03 33.82 14.38  0.0628
C -4.78 33.83 15.60  -0.1166
C -5.58 32.74 15.85  0.0446
C -5.70 31.74 14.91  0.0208
C -4.69 35.02 16.44  -0.0930
C -3.47 35.71 16.58  0.0440
C -3.47 36.91 17.21  0.0115
N -4.49 37.39 17.95  -0.0442
C -5.64 36.71 17.90  -0.0057
C -5.84 35.63 17.06  0.0780
C -4.37 38.63 18.92  0.1166
H -4.52 29.86 12.88  0.1170
H -4.88 31.17 11.79  0.1025
H -6.25 30.41 12.57  0.0716
H -3.59 32.64 12.66  0.1392
H -3.29 34.60 14.22  0.1392
H -6.12 32.60 16.82  0.1635
H -6.44 31.02 15.18  0.1583
H -2.60 35.37 16.15  0.1137
H -2.54 37.49 17.29  0.1630
H -6.43 37.07 18.65  0.1869
H -6.79 35.17 16.98  0.1166
H -5.21 39.28 18.79  0.0980
H -3.43 39.06 18.67  0.0896
H -4.43 38.22 19.94  0.1222
C -22.99 41.03 4.04  0.0767
N -22.74 39.53 4.05  -0.0673
C -22.76 38.88 5.23  0.0339
C -22.40 37.54 5.34  0.0740
C -22.14 36.77 4.20  -0.1353
C -22.24 37.47 3.00  0.0556
C -22.47 38.86 2.94  0.0344
C -21.78 35.37 4.18  -0.1366
C -22.26 34.54 3.17  0.0590
C -21.97 33.18 3.20  0.0592
N -21.26 32.70 4.26  -0.0540
C -20.78 33.50 5.19  0.0136
C -21.01 34.85 5.22  0.0818
C -21.03 31.21 4.34  0.0664
H -23.87 41.23 4.63  0.1134
H -23.17 41.34 3.01  0.1116
H -22.14 41.55 4.48  0.1169
H -23.02 39.43 6.06  0.1325
H -22.31 37.22 6.34  0.1320
H -21.98 36.97 2.04  0.1445
H -22.64 39.41 2.03  0.1507
H -22.88 35.01 2.39  0.1367
H -22.27 32.47 2.45  0.1465
H -20.23 33.00 5.98  0.1296
H -20.55 35.43 5.95  0.1228
H -21.85 30.76 3.87  0.0792
H -20.96 30.90 5.48  0.1360
H -20.14 31.01 3.79  0.1027
C -10.06 25.77 -1.01  0.0280
N -10.12 26.93 -1.95  -0.0478
C -9.77 26.75 -3.28  0.0527
C -9.43 27.84 -4.08  0.0724
C -9.46 29.14 -3.48  -0.0771
C -9.72 29.23 -2.10  0.0537
C -10.06 28.10 -1.36  -0.0108
C -9.09 30.39 -4.27  -0.1059
C -9.47 30.55 -5.61  0.0350
C -9.08 31.64 -6.26  0.0049
N -8.20 32.53 -5.71  -0.0695
C -7.86 32.46 -4.44  0.0231
C -8.25 31.33 -3.71  0.0565
C -7.63 33.60 -6.61  0.0739
H -9.08 25.39 -1.05  0.1025
H -10.82 25.05 -1.38  0.1219
H -10.34 26.11 -0.01  0.0836
H -9.75 25.77 -3.56  0.1160
H -9.00 27.64 -5.04  0.1305
H -9.53 30.10 -1.54  0.1225
H -10.16 28.23 -0.31  0.1415
H -10.07 29.83 -6.15  0.1491
H -9.33 31.86 -7.27  0.1453
H -7.26 33.20 -3.96  0.1507
H -7.73 31.29 -2.69  0.1568
H -8.46 34.06 -7.13  0.1109
H -6.96 32.99 -7.24  0.1298
H -7.11 34.32 -6.05  0.0939
C -9.32 27.88 3.47  0.0232
N -7.88 27.70 3.25  -0.0477
C -7.31 26.52 2.97  0.0586
C -5.92 26.36 2.87  0.0495
C -5.10 27.40 3.03  -0.1704
C -5.66 28.65 3.36  0.0545
C -7.03 28.75 3.53  0.0319
C -3.68 27.35 2.67  -0.1198
C -2.91 26.27 3.04  0.0323
C -1.63 26.18 2.65  0.0267
N -1.03 27.09 1.82  -0.0670
C -1.83 28.08 1.31  0.0467
C -3.14 28.23 1.73  0.0553
C 0.32 26.91 1.34  0.0217
H -9.67 28.56 2.73  0.0839
H -9.51 28.15 4.53  0.1245
H -9.79 26.92 3.44  0.0715
H -7.96 25.65 2.86  0.1420
H -5.48 25.43 2.61  0.1290
H -5.07 29.52 3.58  0.1336
H -7.59 29.64 3.76  0.1534
H -3.33 25.60 3.78  0.1480
H -0.98 25.41 3.00  0.1519
H -1.49 28.80 0.57  0.1587
H -3.75 29.07 1.37  0.1367
H 0.69 27.78 0.87  0.0914
H 0.45 26.09 0.63  0.1255
H 0.97 26.84 2.26  0.1393
C -19.01 29.77 13.45  0.0166
N -17.80 29.60 12.73  -0.1132
C -16.84 28.80 13.27  0.0305
C -15.79 28.46 12.52  0.0283
C -15.64 28.97 11.25  -0.0942
C -16.63 29.83 10.73  0.0637
C -17.73 30.15 11.54  0.0092
C -14.51 28.52 10.33  -0.1326
C -13.28 28.32 10.87  0.0408
C -12.31 27.69 10.09  0.0238
N -12.65 27.21 8.87  -0.0333
C -13.88 27.49 8.35  0.0109
C -14.80 28.13 9.07  0.0228
C -11.56 26.58 8.00  0.0667
H -19.12 29.09 14.25  0.0979
H -19.79 29.60 12.69  0.1289
H -18.94 30.79 13.84  0.1316
H -16.96 28.49 14.31  0.1616
H -14.96 27.88 12.88  0.1339
H -16.53 30.34 9.71  0.1361
H -18.46 30.94 11.21  0.1793
H -13.08 28.51 11.91  0.1340
H -11.27 27.52 10.44  0.1292
H -14.04 27.15 7.34  0.1204
H -15.86 28.19 8.77  0.1392
H -11.27 27.18 7.17  0.0716
H -12.09 25.57 7.80  0.1398
H -10.77 26.33 8.71  0.0907
C -14.76 16.67 1.58  0.0761
N -14.91 18.08 2.09  -0.0700
C -15.99 18.36 2.90  0.0470
C -16.22 19.67 3.38  0.0718
C -15.45 20.70 2.85  -0.1191
C -14.33 20.38 2.09  0.0626
C -14.09 19.06 1.69  0.0473
C -15.70 22.15 2.93  -0.1257
C -14.74 23.09 3.13  0.0560
C -15.10 24.41 3.23  0.0535
N -16.36 24.86 3.06  -0.0662
C -17.31 23.97 2.81  0.0087
C -17.01 22.63 2.70  0.0624
C -16.66 26.27 3.17  0.0409
H -15.25 16.04 2.37  0.1334
H -13.72 16.51 1.53  0.0920
H -15.16 16.69 0.59  0.1083
H -16.69 17.59 3.11  0.1410
H -17.11 19.90 3.95  0.1358
H -13.77 21.11 1.63  0.0966
H -13.30 18.87 1.01  0.1503
H -13.70 22.83 3.25  0.1244
H -14.32 25.14 3.40  0.1317
H -18.30 24.32 2.73  0.1391
H -17.82 21.96 2.44  0.1373
H -16.10 26.73 3.93  0.0720
H -17.71 26.32 3.51  0.1236
H -16.38 26.77 2.25  0.1293
C -27.35 25.16 -6.37  0.0584
N -26.59 26.42 -6.14  -0.0649
C -27.13 27.31 -5.29  0.0247
C -26.50 28.55 -5.03  0.0626
C -25.32 28.83 -5.72  -0.1137
C -24.88 27.94 -6.72  0.0348
C -25.55 26.78 -6.91  0.0047
C -24.46 30.05 -5.47  -0.1253
C -23.09 29.98 -5.60  0.0417
C -22.39 31.18 -5.63  0.0403
N -23.00 32.34 -5.31  -0.0736
C -24.30 32.43 -5.10  0.0136
C -25.08 31.28 -5.21  0.0582
C -22.24 33.59 -5.33  0.0373
H -27.46 24.70 -5.39  0.1172
H -26.81 24.44 -6.94  0.0991
H -28.26 25.40 -6.91  0.1233
H -28.05 27.08 -4.71  0.1743
H -26.90 29.19 -4.20  0.1541
H -24.02 28.26 -7.41  0.1724
H -25.18 26.19 -7.70  0.1477
H -22.56 29.03 -5.80  0.1533
H -21.30 31.32 -5.68  0.1643
H -24.69 33.41 -4.71  0.1759
H -26.18 31.37 -5.20  0.1428
H -21.63 33.73 -6.24  0.1335
H -21.68 33.68 -4.46  0.0825
H -22.93 34.40 -5.32  0.0917
B -7.01 28.93 -0.01  -1.2646
F -5.85 28.63 0.70  0.1435
F -6.81 30.01 -0.86  0.1210
F -7.47 27.85 -0.75  0.1432
F -8.07 29.29 0.89  0.0705
P -18.52 30.45 7.35  0.2213
F -17.13 31.27 7.86  -0.2147
F -18.22 30.99 5.88  -0.1430
F -17.60 29.08 7.34  -0.1716
F -19.79 29.65 6.84  -0.1353
F -18.95 30.12 8.87  -0.1655
F -19.43 31.85 7.50  -0.2153
P -8.93 29.22 10.54  0.1564
F -10.52 29.55 11.25  -0.2512
F -8.30 29.88 11.93  -0.2133
F -8.80 27.84 11.25  -0.1147
F -7.50 29.02 9.90  -0.1347
F -9.64 28.57 9.26  -0.1479
F -9.04 30.68 9.93  -0.1398
P -12.96 28.05 4.22  0.1921
F -11.71 27.00 4.48  -0.1914
F -12.00 29.00 3.31  -0.1525
F -13.48 27.14 2.92  -0.1921
F -14.15 29.04 4.06  -0.1115
F -13.90 27.11 5.19  -0.2020
F -12.50 28.93 5.49  -0.1558
P -10.69 23.53 1.77  0.1264
F -10.69 23.07 0.23  -0.1425
F -11.91 22.43 2.08  -0.2063
F -9.61 22.47 2.16  -0.0959
F -10.76 24.06 3.32  -0.1785
F -9.60 24.67 1.52  -0.1699
F -11.81 24.64 1.43  -0.1688
P -20.48 30.28 -2.19  0.1135
F -19.85 29.55 -3.45  -0.1484
F -19.01 30.63 -1.67  -0.1548
F -20.57 31.67 -3.03  -0.1831
F -21.07 31.05 -0.83  -0.2216
F -21.97 29.96 -2.70  -0.1696
F -20.48 28.93 -1.32  -0.1654

The net charge is +8. Its LUMO energy is -0.4320 Eh.

Record 3
Here is 7 unconnected molecules or ions with the total composition C22H63BClNO28P6 in a non-equilibrium geometry from OMol25. Energies are from wB97M-V/def2-TZVPD.

Last column: Löwdin charge in e.
CARTESIAN COORDINATES (ANGSTROEM)
C 7.47 -1.30 -4.31  -0.1056
C 7.61 -0.02 -5.21  -0.6406
Cl 7.16 -0.42 -6.91  0.6568
C 6.79 1.17 -4.61  -0.1617
O 6.04 1.88 -5.61  -0.0273
C 4.69 1.81 -5.35  -0.5990
O 4.22 2.65 -4.72  0.2277
O 3.98 0.80 -5.89  0.2264
B 3.68 -0.23 -4.98  -0.6808
N 2.80 -0.10 -3.84  0.2084
O 4.24 -1.50 -5.23  0.0852
H 7.32 -2.20 -4.94  0.0675
H 8.39 -1.41 -3.72  0.0831
H 6.63 -1.21 -3.60  0.0658
H 8.68 0.21 -5.22  0.0921
H 7.48 1.87 -4.10  0.1385
H 6.08 0.82 -3.83  0.1225
H 2.53 -1.03 -3.53  0.0863
H 3.26 0.31 -3.02  0.0923
H 4.92 -1.66 -4.56  0.0872
C -1.13 1.90 -0.23  -0.1142
O -0.76 0.58 0.21  -0.2560
P 0.49 0.50 1.35  0.6407
O 1.56 0.13 0.34  -0.2710
O -0.17 -0.80 2.04  -0.2630
C -0.51 -1.92 1.22  -0.1048
O 1.52 0.62 2.67  -0.2413
C 2.49 1.67 2.61  -0.1257
H -1.93 1.81 -0.96  0.0796
H -1.48 2.49 0.62  0.0817
H -0.27 2.39 -0.69  0.0854
H 0.13 -1.99 0.34  0.0852
H -1.55 -1.84 0.91  0.0850
H -0.39 -2.83 1.81  0.0857
H 2.06 2.58 2.22  0.0835
H 3.33 1.36 2.00  0.0927
H 2.85 1.86 3.62  0.0650
C 7.35 -4.14 -10.40  -0.1240
O 7.17 -5.17 -9.41  -0.2512
P 5.93 -4.89 -8.28  0.6071
O 6.82 -4.40 -7.16  -0.2732
O 5.60 -6.46 -8.17  -0.2593
C 6.64 -7.37 -7.83  -0.1152
O 4.45 -4.53 -7.61  -0.2245
C 4.19 -3.13 -7.40  -0.1121
H 8.17 -4.43 -11.05  0.0852
H 6.44 -4.02 -11.00  0.0801
H 7.59 -3.19 -9.91  0.0825
H 7.41 -6.89 -7.22  0.0841
H 7.08 -7.77 -8.74  0.0829
H 6.20 -8.19 -7.27  0.0872
H 4.54 -2.53 -8.24  0.0854
H 4.68 -2.80 -6.49  0.0462
H 3.11 -2.99 -7.29  0.0930
C -9.02 3.46 0.50  -0.1211
O -7.77 3.90 1.05  -0.2635
P -6.38 3.30 0.28  0.6515
O -6.16 2.25 1.35  -0.2726
O -5.52 4.63 0.56  -0.2574
C -5.46 5.15 1.89  -0.1066
O -5.15 2.68 -0.69  -0.2508
C -5.37 1.36 -1.20  -0.1325
H -9.83 3.90 1.09  0.0788
H -9.12 3.78 -0.53  0.0805
H -9.10 2.37 0.56  0.0852
H -5.59 4.37 2.64  0.0875
H -6.24 5.91 2.02  0.0786
H -4.49 5.62 2.03  0.0897
H -6.40 1.23 -1.53  0.0785
H -5.14 0.63 -0.42  0.0854
H -4.71 1.19 -2.05  0.0836
C 7.86 0.24 7.87  -0.1249
O 7.89 1.37 6.99  -0.2498
P 6.64 1.45 5.85  0.6077
O 7.42 0.92 4.68  -0.2599
O 6.60 3.06 5.90  -0.2592
C 7.80 3.79 5.65  -0.1101
O 5.12 1.45 5.15  -0.2378
C 4.60 0.17 4.78  -0.1208
H 8.71 0.30 8.54  0.0859
H 6.94 0.23 8.46  0.0798
H 7.93 -0.69 7.29  0.0849
H 8.48 3.24 4.99  0.0860
H 8.30 4.00 6.59  0.0840
H 7.53 4.73 5.18  0.0884
H 4.81 -0.58 5.55  0.0827
H 5.02 -0.15 3.83  0.0951
H 3.52 0.26 4.67  0.0669
C -13.36 5.73 5.59  -0.1248
O -12.20 5.95 4.77  -0.2503
P -12.08 7.51 4.10  0.6065
O -12.60 7.17 2.73  -0.2634
O -10.47 7.47 4.18  -0.2552
C -9.77 6.40 3.56  -0.1086
O -12.02 9.17 3.95  -0.2322
C -13.28 9.82 3.76  -0.1226
H -13.33 4.70 5.95  0.0862
H -13.35 6.40 6.46  0.0799
H -14.27 5.88 5.01  0.0847
H -10.32 6.00 2.71  0.0765
H -9.59 5.61 4.29  0.0882
H -8.81 6.78 3.21  0.0851
H -14.05 9.39 4.41  0.0784
H -13.59 9.75 2.72  0.0871
H -13.16 10.88 4.02  0.0856
C -1.21 -10.02 2.89  -0.1329
O -0.86 -9.08 1.86  -0.2695
P -1.15 -7.44 2.22  0.6702
O -2.43 -7.49 1.41  -0.2715
O 0.09 -6.92 1.33  -0.2608
C 0.25 -7.42 0.01  -0.1063
O -1.47 -5.85 2.72  -0.2544
C -2.62 -5.68 3.55  -0.1320
H -0.99 -11.02 2.53  0.0854
H -0.62 -9.83 3.79  0.0767
H -2.27 -9.94 3.12  0.0829
H -0.70 -7.70 -0.44  0.0877
H 0.92 -8.29 0.02  0.0854
H 0.71 -6.64 -0.60  0.0906
H -2.69 -6.48 4.29  0.0775
H -3.52 -5.67 2.93  0.0845
H -2.53 -4.73 4.07  0.0846

As for the structure (SMILES): C[C@@H](Cl)COC(=O)OB(N)O.COP(=O)(OC)OC.COP(=O)(OC)OC.COP(=O)(OC)OC.COP(=O)(OC)OC.COP(=O)(OC)OC.COP(=O)(OC)OC. The net charge is 0. Its LUMO energy is -0.0797 Eh.

no.,E_HOMO (eV),total energy (eV)
1,-9.74,-29573.0553
2,-19.87,-249031.4599
3,-9.16,-151581.5341